Record 1
ORCA calculation (ωB97M-V/def2-TZVPD) on a molecular structure, C38H37F5GaN4O2S.

Geometry as XYZ:
```
88
Properties=species:S:1:pos:R:3:forces:R:3
Ga -0.40769 -0.41826 -0.63493 -0.47 -0.19 -0.03
C 0.94695 -3.77441 3.29178 0.00 -0.02 -0.06
C 0.68107 -2.35076 2.78077 0.30 0.04 0.20
C 0.18409 -1.44215 3.91167 -0.04 -0.02 0.05
C 1.92691 -1.79609 2.10449 -0.05 -0.15 -0.08
C 3.02925 -1.48120 2.89050 0.03 -0.04 0.04
C 4.18747 -0.97293 2.32781 0.06 -0.03 -0.08
C 4.26227 -0.79082 0.95648 0.03 -0.04 0.03
C 3.18707 -1.10867 0.13054 -0.12 0.03 -0.02
C 3.30224 -0.87076 -1.36607 0.27 0.21 0.23
C 4.33454 -1.81096 -1.98937 0.07 -0.04 -0.03
C 3.61351 0.60163 -1.66922 -0.02 0.01 0.00
C 2.01921 -1.61002 0.71549 -0.04 -0.10 -0.02
N 0.85965 -1.87466 -0.11487 0.33 0.66 0.34
C 0.74544 -3.11935 -0.62856 0.01 -0.06 0.04
O 1.52713 -4.05264 -0.52386 0.02 0.07 0.05
C -0.54250 -3.32020 -1.38535 0.16 0.14 0.15
C -0.92326 -4.51224 -1.96062 -0.04 -0.23 -0.10
C -2.16835 -4.55959 -2.57708 -0.10 0.06 -0.04
C -2.98025 -3.42899 -2.59538 0.01 -0.27 -0.06
C -2.49808 -2.27303 -2.01141 -0.16 0.21 0.06
N -1.31375 -2.24714 -1.43395 0.36 0.24 0.06
C -3.27877 -0.98385 -1.98203 0.01 0.16 0.12
O -4.41884 -1.00418 -2.44452 0.05 0.09 0.05
N -2.62384 0.04107 -1.40034 0.08 -0.26 -0.33
C -3.04790 1.32585 -1.57215 0.05 0.33 0.43
C -3.27194 1.92081 -2.85148 0.08 0.03 0.15
C -3.77312 3.19469 -2.89937 -0.07 0.23 0.20
C -4.04328 3.94482 -1.69367 -0.05 -0.03 -0.62
C -3.64751 3.49877 -0.49944 0.52 -0.38 0.38
C -2.89777 2.21006 -0.37657 -0.81 -0.29 -0.35
C -3.15812 1.49302 0.96738 -0.01 0.33 0.02
C -2.68038 2.28962 2.18158 -0.02 0.06 0.02
C -4.63651 1.12756 1.07030 -0.13 -0.09 -0.03
C -2.85173 1.19609 -4.11665 0.09 0.21 -0.02
C -1.32216 1.27840 -4.25279 -0.05 0.04 -0.13
C -3.52054 1.73953 -5.37561 -0.04 -0.01 -0.08
H 0.02904 -4.22353 3.68945 0.10 0.07 -0.02
H 1.69220 -3.75570 4.09461 -0.07 -0.01 -0.07
H 1.32829 -4.41269 2.48882 -0.04 0.05 0.07
H -0.10221 -2.41599 2.03738 -0.24 0.02 -0.26
H 0.87911 -1.45189 4.76086 -0.14 -0.03 -0.14
H -0.79219 -1.78998 4.27095 0.11 -0.02 -0.01
H 0.09429 -0.40428 3.57625 0.00 -0.21 0.02
H 2.96980 -1.61073 3.96908 -0.01 0.03 -0.15
H 5.02704 -0.69724 2.96005 -0.07 -0.03 -0.05
H 5.17186 -0.38481 0.52086 -0.11 -0.02 0.03
H 2.34396 -1.09921 -1.81514 -0.27 -0.10 -0.13
H 5.34058 -1.57400 -1.62400 -0.11 -0.05 -0.04
H 4.33788 -1.71657 -3.08103 0.02 0.02 0.10
H 4.11139 -2.84930 -1.73110 0.03 0.06 -0.02
H 4.60310 0.88198 -1.29183 -0.11 -0.04 -0.05
H 2.88470 1.26205 -1.18912 0.05 -0.06 -0.03
H 3.60001 0.78597 -2.75036 0.01 -0.05 0.11
H -0.25116 -5.36033 -1.90866 -0.08 0.08 0.00
H -2.50932 -5.47924 -3.04085 0.02 0.07 0.04
H -3.96518 -3.41158 -3.04188 0.05 -0.02 0.01
H -3.99703 3.65504 -3.85723 0.03 -0.05 0.19
H -4.56258 4.89687 -1.77135 0.05 -0.11 -0.02
H -3.81685 4.08017 0.40251 0.03 -0.11 -0.13
H -2.58909 0.56804 0.92921 0.16 -0.20 0.03
H -3.20255 3.25071 2.26509 0.04 -0.15 0.02
H -1.60369 2.48087 2.15373 -0.12 -0.05 -0.03
H -2.88963 1.71858 3.09273 0.02 0.07 -0.10
H -5.25397 2.02777 1.17226 0.06 -0.12 -0.02
H -4.80336 0.49752 1.95056 0.00 0.08 -0.07
H -4.97744 0.58047 0.18206 0.06 0.10 0.15
H -3.12817 0.15250 -4.03328 -0.11 -0.16 0.00
H -0.99965 2.32410 -4.27234 -0.02 -0.08 -0.02
H -0.98382 0.79091 -5.17600 -0.06 0.06 0.13
H -0.81959 0.79748 -3.41323 0.02 -0.01 0.08
H -3.16423 2.74725 -5.61470 -0.05 -0.09 0.00
H -4.60930 1.77124 -5.26874 0.12 0.00 -0.01
H -3.28003 1.09650 -6.22660 -0.01 0.05 0.03
F 6.00908 2.77746 4.97720 0.31 0.08 0.21
C 4.90494 2.47728 4.28530 0.03 -0.04 0.05
C 3.83498 1.86784 4.89602 -0.22 -0.08 -0.06
F 3.91114 1.56773 6.19893 -0.03 -0.08 0.29
C 2.69860 1.57064 4.17012 0.11 0.10 -0.07
F 1.70250 0.98259 4.83959 -0.19 -0.08 0.17
C 2.55927 1.84631 2.80584 -0.29 -0.25 0.10
S 1.13412 1.45383 1.88825 0.12 0.38 0.16
C 3.67181 2.46660 2.23903 0.01 0.04 0.03
F 3.66697 2.78940 0.94447 0.04 0.06 -0.34
C 4.81342 2.77719 2.94865 -0.10 0.02 -0.27
F 5.84634 3.37628 2.34180 0.21 0.12 -0.15
N -1.33244 2.44895 -0.40934 0.75 0.19 0.02
C -0.33345 1.80993 -0.50843 -0.45 -0.37 -0.32
```
Forces are in eV/Å.

Summary:
Energy above the lowest of the compared OMol25 structures with the same formula, charge and spin ... 553.42 kJ/mol
Kohn-Sham gap (spin up / spin down) ... 5.41 / 5.30 eV
Lowest unoccupied orbital energy (spin up / spin down) ... 1.441 / 1.434 eV
M ... 778.52 Da
Charge ... -1
HOMO energy (spin up / spin down) ... -0.146 / -0.142 hartree

Mulliken charges in e: atom 1 (Ga): 0.872, atom 2 (C): -1.703, atom 3 (C): 0.594, atom 4 (C): -1.531, atom 5 (C): 0.989, atom 6 (C): -0.627, atom 7 (C): -1.542, atom 8 (C): -0.518, atom 9 (C): 0.955, atom 10 (C): 0.640, atom 11 (C): -1.717, atom 12 (C): -1.555, atom 13 (C): -0.336, atom 14 (N): 1.265, atom 15 (C): -0.043, atom 16 (O): -0.757, atom 17 (C): 0.285, atom 18 (C): -0.737, atom 19 (C): -0.347, atom 20 (C): -0.617, atom 21 (C): 0.607, atom 22 (N): 0.075, atom 23 (C): -0.381, atom 24 (O): -0.753, atom 25 (N): 0.736, atom 26 (C): -0.857, atom 27 (C): -0.155, atom 28 (C): -0.460, atom 29 (C): -0.978, atom 30 (C): -1.356, atom 31 (C): 2.138, atom 32 (C): 1.071, atom 33 (C): -1.636, atom 34 (C): -1.757, atom 35 (C): 1.331, atom 36 (C): -1.031, atom 37 (C): -2.070, atom 38 (H): 0.439, atom 39 (H): 0.323, atom 40 (H): 0.374, atom 41 (H): 0.052, atom 42 (H): 0.263, atom 43 (H): 0.533, atom 44 (H): 0.142, atom 45 (H): 0.374, atom 46 (H): 0.382, atom 47 (H): 0.364, atom 48 (H): 0.018, atom 49 (H): 0.320, atom 50 (H): 0.445, atom 51 (H): 0.391, atom 52 (H): 0.317, atom 53 (H): 0.238, atom 54 (H): 0.458, atom 55 (H): 0.541, atom 56 (H): 0.427, atom 57 (H): 0.538, atom 58 (H): 0.304, atom 59 (H): 0.406, atom 60 (H): 0.304, atom 61 (H): 0.020, atom 62 (H): 0.272, atom 63 (H): 0.338, atom 64 (H): 0.421, atom 65 (H): 0.331, atom 66 (H): 0.446, atom 67 (H): 0.366, atom 68 (H): 0.194, atom 69 (H): 0.259, atom 70 (H): 0.437, atom 71 (H): -0.023, atom 72 (H): 0.344, atom 73 (H): 0.445, atom 74 (H): 0.468, atom 75 (F): -0.355, atom 76 (C): 0.700, atom 77 (C): 0.223, atom 78 (F): -0.350, atom 79 (C): -0.289, atom 80 (F): -0.426, atom 81 (C): 0.197, atom 82 (S): -0.213, atom 83 (C): 0.011, atom 84 (F): -0.419, atom 85 (C): 0.313, atom 86 (F): -0.347, atom 87 (N): -0.111, atom 88 (C): -0.302



Record 2
ORCA calculation (ωB97M-V/def2-TZVPD) on a molecular structure, C38H37F6N2O8S2Ti in a non-equilibrium geometry.

Geometry as XYZ:
```
94
Properties=species:S:1:pos:R:3:forces:R:3
Ti 0.36699 0.04493 0.20062 -0.86 0.24 -0.02
F 2.86508 -1.41812 -3.21622 0.17 -0.12 -0.09
C 1.67934 -1.19417 -3.74665 -0.36 0.22 0.96
F 1.74365 -0.18099 -4.58367 0.11 0.41 -0.49
F 1.26044 -2.26462 -4.37256 -0.07 -0.40 -0.29
S -0.22151 0.37396 -2.69964 -0.67 0.38 0.54
O -0.87674 -0.01337 -1.35013 0.57 -0.18 -0.82
O 0.80131 -0.91063 -2.69429 0.51 -0.23 -0.10
N 0.67712 1.65158 -2.46048 0.01 0.33 0.53
S 0.70607 2.63486 -1.20057 -0.50 -0.89 -0.12
O 1.95702 3.25486 -0.96462 -0.11 -0.04 -0.14
O 0.00130 2.03487 -0.01708 0.56 1.09 -0.89
C -0.49228 3.91384 -1.73367 0.26 0.21 0.21
F -1.64056 3.34996 -2.06999 -0.22 -0.17 -0.08
F 0.02289 4.54341 -2.77183 -0.11 0.18 0.00
F -0.68834 4.74011 -0.71826 -0.01 0.16 -0.11
C 5.65456 -3.29129 1.66582 0.16 -0.09 0.01
C 4.37213 -2.86912 2.35998 -0.17 0.15 -0.29
C 4.40908 -3.11934 3.83940 0.07 -0.01 0.17
O 4.08979 -1.49550 2.11189 -0.07 -0.09 -0.06
C 3.50294 -1.48398 0.82533 -0.03 0.19 0.18
C 2.56362 -2.74336 0.84910 0.04 -0.07 -0.08
O 3.25863 -3.56528 1.76885 -0.11 -0.05 0.09
C 1.02344 -2.80242 1.16727 -0.07 0.66 0.13
O 0.46776 -1.50663 0.86285 0.21 -1.45 0.19
C 0.36723 -3.78752 0.21776 0.18 -0.31 0.01
C -0.77691 -3.49033 -0.50308 -0.21 0.13 -0.03
C -1.34170 -4.43377 -1.35531 0.06 -0.06 0.03
C -0.76500 -5.68711 -1.48795 0.02 0.03 0.03
C 0.38359 -5.99293 -0.76501 -0.07 0.02 -0.04
C 0.94675 -5.04912 0.07757 0.02 -0.05 -0.05
C 0.67050 -3.05998 2.62727 -0.08 0.05 0.11
C 0.06078 -4.23018 3.05713 0.01 -0.03 0.04
C -0.30521 -4.38690 4.39061 0.00 0.02 -0.03
C -0.08769 -3.36873 5.30326 0.01 0.03 -0.01
C 0.50729 -2.18593 4.87700 0.02 -0.11 0.03
C 0.88604 -2.04141 3.55388 0.18 0.05 0.03
C 3.26723 0.01553 0.39835 -0.32 0.07 0.16
O 2.02416 0.17926 -0.32042 0.54 -0.24 0.27
C 4.40696 0.39434 -0.53799 0.08 0.05 -0.03
C 4.17283 1.01200 -1.75494 -0.01 0.10 -0.11
C 5.23104 1.33313 -2.59909 -0.01 -0.03 0.06
C 6.53294 1.04436 -2.22839 0.01 -0.02 0.03
C 6.77639 0.42622 -1.00642 -0.03 0.03 -0.03
C 5.72178 0.09829 -0.17093 0.03 -0.01 -0.02
C 3.15047 0.98616 1.58879 -0.08 -0.08 -0.03
C 1.92406 1.14296 2.22859 0.17 0.04 -0.22
C 1.70195 2.05349 3.24133 0.12 0.06 0.08
C 2.76054 2.84216 3.66698 0.03 0.01 0.01
C 3.99668 2.70449 3.05452 -0.02 -0.02 -0.01
C 4.18866 1.79357 2.02072 0.14 0.08 0.06
H 6.47862 -2.65772 1.99719 -0.01 -0.04 0.01
H 5.57083 -3.23061 0.58086 0.04 0.00 0.04
H 5.88769 -4.32427 1.92277 -0.02 0.01 -0.01
H 5.25062 -2.57926 4.27637 -0.04 -0.04 0.00
H 4.54440 -4.18526 4.02422 -0.01 0.04 0.00
H 3.48695 -2.79191 4.31160 -0.08 0.03 -0.03
H 4.24726 -1.81638 0.10296 0.04 -0.06 -0.04
H 2.65523 -3.19090 -0.14108 -0.01 0.05 -0.11
H -1.24650 -2.51730 -0.41228 0.04 -0.09 0.01
H -2.23445 -4.18479 -1.91600 0.02 0.00 0.02
H -1.20416 -6.42231 -2.14960 0.01 0.01 0.01
H 0.84385 -6.96843 -0.86003 -0.02 0.03 0.00
H 1.84222 -5.29817 0.63715 -0.02 0.02 -0.01
H -0.14223 -5.03326 2.36341 0.01 0.00 -0.02
H -0.77469 -5.30937 4.70733 0.02 0.01 0.00
H -0.37658 -3.49371 6.33915 0.00 0.01 -0.02
H 0.69049 -1.38254 5.57984 0.00 -0.01 -0.01
H 1.38042 -1.12519 3.25312 0.00 -0.09 0.01
H 3.16575 1.24676 -2.06576 0.04 -0.02 0.03
H 5.02866 1.80922 -3.55025 0.00 0.00 0.02
H 7.35552 1.29356 -2.88587 -0.01 0.00 0.01
H 7.79010 0.19637 -0.70354 -0.02 0.00 -0.02
H 5.92462 -0.38663 0.77783 -0.02 0.00 -0.03
H 1.07166 0.51740 1.98954 -0.11 -0.26 0.44
H 0.72203 2.14066 3.69196 0.01 -0.01 -0.01
H 2.61731 3.56092 4.46302 0.02 0.00 -0.02
H 4.82552 3.32453 3.37038 -0.01 -0.01 -0.01
H 5.15560 1.73984 1.54102 -0.03 0.00 0.03
C -4.35077 -1.23317 0.63976 0.01 -0.03 -0.02
C -4.04304 0.11763 1.29909 0.44 0.04 0.01
C -4.53110 1.27956 0.42477 0.02 0.02 -0.01
C -4.63998 0.19444 2.70964 -0.03 -0.02 0.01
C -2.56772 0.22275 1.42211 -0.49 -0.03 0.23
N -1.42890 0.28657 1.54112 0.17 0.18 -0.30
H -5.43147 -1.31391 0.52275 0.01 -0.03 0.00
H -4.00195 -2.06484 1.25278 -0.01 0.02 0.00
H -3.88984 -1.30776 -0.34649 -0.02 0.02 0.01
H -5.60337 1.16110 0.26715 0.01 0.03 0.00
H -4.03660 1.28104 -0.54743 -0.02 -0.02 0.01
H -4.35463 2.24058 0.90807 0.00 -0.02 -0.01
H -5.72169 0.08632 2.62309 0.01 0.01 0.03
H -4.42353 1.15275 3.18171 -0.01 -0.01 -0.02
H -4.26115 -0.60522 3.34644 -0.02 0.00 -0.02
```
Forces are in eV/Å.

Summary:
Energy above the lowest of the compared OMol25 structures with the same formula, charge and spin ... 100.20 kJ/mol
Kohn-Sham gap ... 7.99 eV
Lowest unoccupied orbital energy ... -3.458 eV
M ... 875.71 Da
Charge ... +1
HOMO energy ... -0.421 hartree

Mulliken charges in e: atom 1 (Ti): -1.060, atom 2 (F): -0.198, atom 3 (C): 0.822, atom 4 (F): -0.250, atom 5 (F): -0.231, atom 6 (S): -0.101, atom 7 (O): -0.399, atom 8 (O): -0.249, atom 9 (N): -0.104, atom 10 (S): 0.751, atom 11 (O): -0.575, atom 12 (O): -0.398, atom 13 (C): 0.577, atom 14 (F): -0.198, atom 15 (F): -0.176, atom 16 (F): -0.173, atom 17 (C): -1.768, atom 18 (C): 1.414, atom 19 (C): -1.563, atom 20 (O): -0.319, atom 21 (C): -0.465, atom 22 (C): -0.593, atom 23 (O): -0.419, atom 24 (C): 2.177, atom 25 (O): 0.412, atom 26 (C): -0.311, atom 27 (C): -0.360, atom 28 (C): -1.093, atom 29 (C): -0.803, atom 30 (C): -0.944, atom 31 (C): -0.092, atom 32 (C): 0.434, atom 33 (C): -0.883, atom 34 (C): -0.846, atom 35 (C): -0.812, atom 36 (C): -1.043, atom 37 (C): -0.861, atom 38 (C): 1.789, atom 39 (O): 1.331, atom 40 (C): 0.838, atom 41 (C): -0.436, atom 42 (C): -1.471, atom 43 (C): -0.834, atom 44 (C): -1.140, atom 45 (C): -0.335, atom 46 (C): 0.052, atom 47 (C): 0.179, atom 48 (C): -1.373, atom 49 (C): -0.889, atom 50 (C): -0.965, atom 51 (C): -0.402, atom 52 (H): 0.375, atom 53 (H): 0.310, atom 54 (H): 0.491, atom 55 (H): 0.404, atom 56 (H): 0.360, atom 57 (H): 0.322, atom 58 (H): 0.693, atom 59 (H): 1.063, atom 60 (H): 0.480, atom 61 (H): 0.482, atom 62 (H): 0.429, atom 63 (H): 0.474, atom 64 (H): 0.522, atom 65 (H): 0.487, atom 66 (H): 0.476, atom 67 (H): 0.437, atom 68 (H): 0.521, atom 69 (H): 0.724, atom 70 (H): 0.668, atom 71 (H): 0.474, atom 72 (H): 0.428, atom 73 (H): 0.454, atom 74 (H): 0.663, atom 75 (H): 1.229, atom 76 (H): 0.581, atom 77 (H): 0.449, atom 78 (H): 0.463, atom 79 (H): 0.588, atom 80 (C): -1.614, atom 81 (C): 1.956, atom 82 (C): -1.582, atom 83 (C): -1.726, atom 84 (C): -0.024, atom 85 (N): -0.220, atom 86 (H): 0.484, atom 87 (H): 0.393, atom 88 (H): 0.292, atom 89 (H): 0.438, atom 90 (H): 0.294, atom 91 (H): 0.406, atom 92 (H): 0.419, atom 93 (H): 0.408, atom 94 (H): 0.389